This record from OMol25 describes C45H34F4MoN10O7 as an isolated structure. The level of theory is wB97M-V/def2-TZVPD.

Relative energy (zero: lowest compared OMol25 entry of this formula, charge and spin) ... 6.70 kcal/mol
Highest occupied orbital energy (alpha / beta) ... -0.4898 / -0.4925 Ha

ORCA input file:
```
! RIJCOSX wB97M-V def2-TZVPD def2/J DEFGRID3
* xyz 2 3
Mo 0.8155 0.8284 -0.0570
O 4.9723 -0.2400 -0.4382
C 3.7369 -0.0343 -0.0873
O 2.9459 0.6896 -0.6991
C 3.2603 -0.7018 1.1390
C 3.9483 -1.5509 1.9822
C 3.2734 -2.0271 3.1125
C 1.9747 -1.6148 3.3649
C 1.3709 -0.7447 2.4643
N 2.0003 -0.3229 1.3850
C 0.0006 -0.1398 2.5895
O -0.7836 -0.4020 3.4465
O -0.1956 0.7701 1.6272
H 5.2114 0.2656 -1.2354
H 4.9714 -1.8266 1.7704
H 3.7733 -2.7066 3.7888
H 1.4172 -1.9400 4.2327
O 1.0027 4.1219 -2.4525
C 0.9101 2.9727 -2.1504
O 1.0728 2.5499 -0.8799
C 0.6019 1.8415 -3.0630
C 0.0682 2.0101 -4.3247
C -0.3815 0.8781 -4.9924
C -0.1740 -0.3758 -4.4297
C -0.8042 -1.6049 -4.9337
C -0.7586 -2.7606 -4.2736
C 0.1377 -2.9832 -3.0995
C 0.9456 -1.7487 -2.6568
C 0.5486 -0.4345 -3.2376
N 0.8261 0.6463 -2.5165
H -0.0579 3.0061 -4.7239
H -0.9149 0.9731 -5.9287
H -1.4108 -1.5166 -5.8251
H -1.3280 -3.6088 -4.6307
H 0.7744 -3.8392 -3.3125
H 2.0307 -1.8708 -2.6765
C 2.2183 2.2029 2.9887
N 2.6763 3.3044 3.8076
C 1.6165 4.3170 3.8674
N 1.2759 4.7986 2.5317
C 0.8188 3.6881 1.7288
N 1.8689 2.6154 1.5967
C 3.0934 3.2639 1.0283
N 3.5505 4.3776 1.8286
C 3.8542 3.9034 3.1769
C 2.4727 5.3705 1.9126
H 1.3303 1.7760 3.4594
H 3.0142 1.4541 2.9424
H 1.9589 5.1526 4.4777
H 0.7302 3.8835 4.3345
H 0.5729 4.0408 0.7297
H -0.0607 3.2340 2.1895
H 2.8641 3.6047 0.0207
H 3.8878 2.5118 0.9889
H 4.1969 4.7404 3.7847
H 4.6537 3.1599 3.1280
H 2.2276 5.7219 0.9090
H 2.8152 6.2167 2.5079
F 0.1619 -3.2453 1.1770
C 0.2720 -4.3686 0.4551
C 0.7213 -5.4994 1.1001
F 1.0332 -5.3858 2.3866
C 0.8209 -6.7346 0.4415
C 0.3881 -6.7539 -0.8928
C -0.0503 -5.6048 -1.5302
F -0.4533 -5.6995 -2.7976
C -0.0778 -4.3728 -0.8910
C -0.4815 -3.1159 -1.6288
C 0.3322 -1.8369 -1.2922
N 0.2793 -0.9757 -0.4048
C -1.9054 -2.8260 -1.5105
N -3.0004 -2.5064 -1.3947
F 0.4254 -7.8721 -1.5930
C 1.3624 -7.9054 1.0963
C 1.1258 -9.2113 0.6321
N 0.9297 -10.2927 0.2842
C 2.2163 -7.7671 2.2114
N 2.9493 -7.6365 3.0911
C -7.5048 2.8143 -0.7985
C -6.1050 2.3086 -0.6644
C -5.0524 2.9366 -1.3326
C -3.7523 2.4913 -1.2219
C -2.6741 3.2159 -1.9664
C -3.4949 1.3638 -0.3895
C -2.2031 0.8590 -0.1437
O -1.1266 1.2630 -0.6798
C -4.5651 0.7028 0.2908
C -4.3559 -0.5111 1.1531
C -5.8426 1.1943 0.1358
H -7.5692 3.6509 -1.4899
H -7.8799 3.1382 0.1737
H -8.1630 2.0182 -1.1480
H -5.2646 3.7943 -1.9573
H -3.1140 3.9780 -2.6059
H -2.0935 2.5325 -2.5831
H -1.9814 3.7069 -1.2793
H -2.1177 0.0379 0.5686
H -3.6998 -0.3050 2.0011
H -3.9326 -1.3406 0.5839
H -5.3113 -0.8417 1.5521
H -6.6641 0.7057 0.6433
*
```